Record 1
A cluster of 4 separate species, C5H17NO2 in total, computed with ωB97M-V/def2-TZVPD.

Each line ends with the natural charge from an NBO analysis.
Atoms and positions in Å:
C (-0.9465, -1.0603, -1.1392)  -0.74
C (0.1785, -0.6559, -0.1991)  -0.08
C (1.2380, 0.2184, -0.9042)  -0.40
C (2.2654, 0.8047, 0.0391)  -0.39
C (3.0622, -0.2082, 0.8996)  -0.62
N (-0.3459, 0.2003, 0.9782)  -0.86
H (-1.1948, -2.1279, -1.2360)  0.22
H (-1.8116, -0.5203, -0.7813)  0.29
H (-0.8934, -0.6525, -2.1514)  0.27
H (0.6621, -1.5108, 0.2755)  0.19
H (1.8537, -0.3819, -1.5912)  0.20
H (0.7585, 1.0011, -1.5064)  0.21
H (2.9395, 1.4456, -0.5296)  0.20
H (1.7332, 1.4395, 0.7682)  0.21
H (3.3793, -1.0602, 0.2877)  0.19
H (3.9319, 0.3306, 1.2786)  0.21
H (2.4373, -0.4759, 1.7480)  0.22
H (-0.4806, 1.0955, 0.5093)  0.36
H (-1.2951, -0.1505, 1.1318)  0.37
H (-3.1305, 2.5116, 0.0150)  0.46
H (-2.9154, 1.0140, 0.0963)  0.49
O (-2.6095, 1.8178, -0.4015)  -0.98
H (-3.8096, -0.6487, 1.3323)  0.47
H (-1.8561, -1.8567, 0.4550)  0.49
O (-3.1506, -0.5693, 0.6253)  -0.99

The LUMO energy is -2.3 eV. The calculation puts the HOMO-LUMO gap at 0.2565 Ha.

=====

Record 2
The molecule C2H4N2S2, computed with ωB97M-V/def2-TZVPD.

Each line ends with the natural charge from an NBO analysis.
Atoms and positions in Å:
C (0.6751, 1.0971, -0.1482)  0.03
C (-0.4142, 0.0849, -0.2123)  -0.01
H (3.9209, -0.3754, 0.8307)  0.16
H (0.2450, 2.1769, 0.0993)  0.21
H (-0.1416, -0.9729, -0.5714)  0.18
H (-3.7740, 0.5529, 0.1528)  0.12
N (1.9863, 0.8997, 0.0629)  -0.54
N (-1.5880, 0.5308, 0.0944)  -0.55
S (2.5842, -0.6993, -0.0110)  0.14
S (-2.8719, -0.4561, 0.0454)  0.27

Its SMILES is S/N=C\C=N\S. The LUMO energy is -0.4 eV. The calculation puts the HOMO-LUMO gap at 0.3012 Ha.

=====

Record 3
A cluster of 13 separate species, C16H54F3N24O14 in total, computed with ωB97M-V/def2-TZVPD.

Each line ends with the Löwdin charge.
Atoms and positions in Å:
C (-1.1641, -1.2147, -0.6829)  -0.45
O (-0.8553, -0.7023, 0.6145)  -0.15
O (-2.3859, -1.8143, -0.5722)  -0.22
C (-1.1521, -0.0563, -1.6957)  -0.54
F (-2.0628, 0.8904, -1.4659)  0.15
F (0.1018, 0.4749, -1.6476)  0.08
F (-1.2452, -0.4878, -2.9699)  0.13
C (0.5191, -0.7294, 0.9989)  -0.24
C (0.5305, -0.1322, 2.4181)  -0.06
H (1.4962, -0.3476, 2.8825)  0.05
H (0.3707, 0.9401, 2.4720)  0.04
H (-0.1564, -0.7193, 3.0230)  0.07
H (1.3223, -0.3612, 0.3615)  0.09
H (0.7362, -1.7669, 1.2843)  0.12
H (-0.3621, -1.8646, -1.0737)  0.14
C (1.7086, -0.1690, -4.7980)  -0.67
O (0.9894, -0.2315, -5.8097)  -0.01
N (1.8157, 0.9347, -4.0189)  0.17
N (2.6609, -1.1201, -4.6002)  0.16
H (1.0469, 1.5704, -3.9316)  0.10
H (2.5551, 0.7811, -3.3217)  0.04
H (3.0292, -1.1897, -3.6686)  0.06
H (2.7788, -1.7986, -5.3275)  0.11
C (-2.2408, 3.7635, 5.0999)  -0.67
O (-2.8013, 3.6011, 6.1702)  0.02
N (-2.4266, 4.8714, 4.3286)  0.15
N (-1.3702, 2.8708, 4.4725)  0.14
H (-1.8472, 4.9875, 3.5140)  0.06
H (-3.1803, 5.4992, 4.5349)  0.10
H (-0.8128, 3.1333, 3.6491)  0.03
H (-0.8563, 2.2895, 5.1190)  0.09
C (3.6877, -2.7060, 4.8074)  -0.68
O (3.8195, -2.7793, 6.0386)  0.00
N (3.9738, -1.5966, 4.0854)  0.15
N (3.5484, -3.8214, 4.0584)  0.16
H (4.1927, -1.6066, 3.1049)  0.05
H (4.2120, -0.7872, 4.6292)  0.09
H (3.4112, -4.6902, 4.5396)  0.11
H (3.2713, -3.6410, 3.1050)  0.09
C (3.6834, 1.7260, -1.2114)  -0.64
O (3.9096, 1.2645, -2.3298)  -0.02
N (2.4505, 2.1111, -0.7942)  0.20
N (4.6557, 1.9364, -0.2593)  0.16
H (1.6304, 1.9734, -1.3533)  0.08
H (2.4814, 2.5782, 0.1022)  0.06
H (4.3774, 2.4856, 0.5434)  0.05
H (5.5895, 1.6422, -0.4598)  0.09
C (-1.8801, -2.4809, -6.5201)  -0.69
O (-1.1032, -2.2467, -7.4417)  0.01
N (-1.7432, -1.8607, -5.2930)  0.15
N (-2.8272, -3.4350, -6.5949)  0.14
H (-1.1512, -1.0491, -5.4251)  0.07
H (-2.3162, -2.0955, -4.5075)  0.08
H (-2.7876, -3.9643, -7.4479)  0.10
H (-3.4612, -3.6146, -5.8416)  0.09
C (3.0139, 2.5315, 2.7199)  -0.62
O (3.1501, 3.2205, 1.7142)  0.00
N (3.5358, 1.2934, 2.9310)  0.18
N (2.2388, 2.9445, 3.7826)  0.17
H (3.2755, 0.8527, 3.7887)  0.07
H (3.9667, 0.7587, 2.1972)  0.08
H (1.7599, 3.8271, 3.8203)  0.10
H (1.8955, 2.2642, 4.4357)  0.09
C (4.1804, -1.5526, 0.0589)  -0.65
O (3.5767, -1.6811, 1.1308)  -0.01
N (3.5767, -1.8674, -1.1076)  0.19
N (5.4867, -1.1777, -0.0622)  0.17
H (4.2122, -1.8754, -1.8841)  0.09
H (2.6576, -2.2683, -1.1312)  0.12
H (5.7489, -0.9381, -1.0013)  0.09
H (5.9031, -0.7332, 0.7358)  0.10
C (-1.8293, -5.8001, -0.9953)  -0.67
O (-1.0149, -6.7394, -0.9775)  -0.01
N (-3.1304, -6.0334, -0.7121)  0.12
N (-1.5019, -4.5879, -1.5228)  0.17
H (-3.2831, -7.0335, -0.7077)  0.11
H (-3.7643, -5.6099, -1.3784)  0.11
H (-0.5913, -4.5385, -1.9416)  0.10
H (-1.9569, -3.7058, -1.2866)  0.05
C (-3.0833, -3.4725, 2.5178)  -0.68
O (-3.3417, -4.2078, 3.4820)  -0.02
N (-2.2997, -2.3752, 2.6129)  0.17
N (-3.4033, -3.8339, 1.2590)  0.15
H (-1.9306, -2.0933, 3.4994)  0.10
H (-1.9220, -2.0077, 1.7499)  0.05
H (-3.2904, -3.2609, 0.4320)  0.05
H (-3.7108, -4.7839, 1.1738)  0.07
C (-0.7772, 3.7340, 1.2361)  -0.61
O (-0.2374, 4.1335, 2.2778)  -0.04
N (-0.5832, 2.4912, 0.7186)  0.21
N (-1.5907, 4.4483, 0.4131)  0.18
H (0.2209, 1.9398, 0.9499)  0.06
H (-1.1041, 2.1826, -0.0803)  0.07
H (-1.8316, 5.3790, 0.7127)  0.10
H (-1.5855, 4.2582, -0.5858)  0.05
C (-4.3413, 1.0790, 1.2514)  -0.69
O (-5.1364, 1.8796, 1.7555)  -0.02
N (-3.2080, 0.6989, 1.8954)  0.17
N (-4.5650, 0.3599, 0.1294)  0.16
H (-2.9549, 1.3379, 2.6319)  0.09
H (-2.6745, -0.1196, 1.6587)  0.05
H (-5.3715, 0.4943, -0.4463)  0.09
H (-3.8427, -0.3012, -0.1420)  0.06
C (-1.7173, 4.3008, -3.2451)  -0.65
O (-0.9374, 4.1059, -2.2996)  -0.01
N (-2.0329, 5.5338, -3.6778)  0.16
N (-2.4545, 3.3196, -3.8072)  0.18
H (-1.6144, 6.3170, -3.2032)  0.11
H (-2.4979, 5.7932, -4.5271)  0.10
H (-3.2306, 3.4842, -4.4195)  0.10
H (-2.4230, 2.3900, -3.4228)  0.09

The total charge is -1. The LUMO energy is 1.6 eV. The calculation puts the HOMO-LUMO gap at 0.3021 Ha.

=====

Record 4
A cluster of 2 separate species, C2H3BrFN in total, computed with ωB97M-V/def2-TZVPD.

Each line ends with the Löwdin spin population.
Atoms and positions in Å:
C (-0.1421, 0.6308, 0.3043)  0.26
C (1.2370, 0.2437, 0.0897)  0.64
N (0.4567, -0.7435, 0.1383)  0.80
F (-1.8991, -1.7280, -0.5897)  0.01
Br (2.9156, 0.9199, -0.3038)  0.22
H (-0.4646, 0.9192, 1.2597)  0.04
H (-0.9887, 0.9378, -0.4958)  0.03
H (-1.1147, -1.1799, -0.4026)  0.01

As for the expectation value of S²: 2.01. As for the spin multiplicity: 3. The LUMO energy (spin up / spin down) is 0.4 / -3.9 eV. The calculation puts the HOMO-LUMO gap (spin up / spin down) at 0.2679 / 0.2590 Ha.

=====

Record 5
A cluster of 2 separate species, C11H13NO3 in total, computed with ωB97M-V/def2-TZVPD.

Each line ends with the natural charge from an NBO analysis.
Atoms and positions in Å:
C (4.2184, 0.3909, 0.3615)  -0.19
C (3.6588, 0.7758, -0.8625)  -0.22
C (3.6254, -0.5134, 1.2305)  -0.21
C (2.3835, 0.3229, -1.2893)  -0.15
C (2.4033, -1.0386, 0.7801)  -0.16
C (1.8267, -0.5749, -0.3756)  -0.19
C (-1.1002, 1.0501, 0.1571)  0.51
C (-3.1062, -0.4654, 0.9119)  -0.45
C (-4.1594, -0.4210, -0.1907)  -0.20
C (-2.3539, 0.5354, 0.0851)  -0.01
C (0.4767, -1.1671, -0.5419)  0.43
N (-3.2899, 0.4850, -0.9660)  -0.62
O (-0.6143, 1.9125, -0.7838)  -0.69
O (-0.2558, 0.8711, 1.1971)  -0.67
O (-0.0220, -2.0295, 0.1565)  -0.57
H (5.1111, 0.8660, 0.7897)  0.22
H (4.0864, 1.4588, -1.5819)  0.22
H (4.2251, -0.6820, 2.1285)  0.23
H (1.8324, 0.5775, -2.1708)  0.22
H (1.6919, -1.7395, 1.2856)  0.25
H (-3.4436, -0.0247, 1.7715)  0.21
H (-2.6603, -1.4927, 1.1764)  0.22
H (-4.2345, -1.3301, -0.6829)  0.19
H (-5.1337, 0.0191, -0.0077)  0.18
H (-0.1956, -0.8578, -1.4017)  0.12
H (-3.6687, 1.3785, -1.2734)  0.37
H (-0.7152, 1.5035, -1.6483)  0.48
H (-0.5866, 0.1896, 1.7452)  0.49

Its SMILES is OC(O)=C1CCN1.O=Cc1ccccc1. The LUMO energy is 0.3 eV. The calculation puts the HOMO-LUMO gap at 0.2787 Ha.